(1)
Density functional theory data (ωB97M-V/def2-TZVPD) for H10O5 as an isolated structure in a non-equilibrium geometry.

The geometry in XYZ format:
```
15
Properties=species:S:1:pos:R:3:forces:R:3
O -2.9671 12.1026 -1.1355 3.096 0.711 -0.518
H -3.3423 12.0727 -0.2555 -0.374 0.085 0.031
H -3.6743 12.4375 -1.6867 1.094 0.848 1.497
O -5.2886 9.5580 0.3991 1.674 -4.281 -4.421
H -5.4944 9.9996 1.2231 1.188 -1.735 -2.037
H -4.3558 9.7249 0.2639 0.232 -0.230 -0.465
O -5.9002 10.7051 1.9882 -3.424 4.012 7.871
H -6.4760 11.4637 1.8925 -0.401 0.606 0.263
H -6.4178 10.0721 2.4859 -0.272 -0.338 0.586
O -4.9184 11.5559 -2.0970 -2.095 -1.394 -3.813
H -4.2380 11.6826 -2.7582 -0.006 -0.553 -0.562
H -5.5087 10.9077 -2.4813 -0.432 -0.308 -0.251
O -5.0237 12.0485 0.1057 -1.358 1.691 2.794
H -5.4853 11.4764 0.7189 0.878 0.754 -1.292
H -5.3734 11.8115 -0.7532 0.202 0.130 0.319
```
Positions in Å, forces in eV/Å.

Output
Energy above the lowest of the compared OMol25 structures with the same formula, charge and spin in eV: 5.565
Highest occupied orbital energy in eV: -9.68
LUMO in eV: 0.186


(2)
Density functional theory data (ωB97M-V/def2-TZVPD) for H10O5 as an isolated structure in a non-equilibrium geometry.

The geometry in XYZ format:
```
15
Properties=species:S:1:pos:R:3:forces:R:3
O -0.3856 0.5103 -2.3202 -2.913 -0.393 -0.392
O 0.1575 2.3887 -0.4539 -0.042 -0.219 -0.005
O 0.0023 0.9888 1.9252 -0.126 -0.214 -0.283
O 0.2305 -1.7046 1.3071 0.941 0.362 3.821
O -0.2948 -2.0027 -0.7925 -1.172 -0.588 -3.782
H 0.1905 -0.2110 -2.4674 1.918 0.368 -0.388
H 0.3780 3.2441 -0.0899 0.054 0.308 -0.055
H 0.2933 1.1005 2.8339 0.019 -0.126 -0.111
H 0.8677 -2.4057 1.4799 -0.023 0.255 0.215
H -0.4126 -1.1620 -1.2601 -0.638 0.145 -0.110
H -0.1827 1.3837 -1.9729 1.306 -0.181 0.543
H 0.0810 1.8186 0.3374 0.019 0.160 0.011
H 0.0819 0.0318 1.7027 0.152 0.123 0.543
H 0.1702 -1.6450 0.3391 0.283 -0.194 0.173
H -1.1772 -2.3354 -0.5685 0.222 0.193 -0.179
```
Positions in Å, forces in eV/Å.

Output
Energy above the lowest of the compared OMol25 structures with the same formula, charge and spin in eV: 1.657
Highest occupied orbital energy in eV: -10.92
LUMO in eV: 0.694


(3)
Density functional theory data (ωB97M-V/def2-TZVPD) for a 5-piece molecular cluster, H10O5 overall.

The geometry in XYZ format:
```
15
Properties=species:S:1:pos:R:3:forces:R:3
O 0.0403 -0.4996 -2.2899 0.178 -0.006 -0.206
H 0.8443 -0.9143 -2.6301 -0.056 -0.048 0.099
H -0.0019 0.3587 -2.7238 -0.029 -0.020 0.082
O -1.9522 1.2620 1.7760 -0.154 0.036 -0.119
H -2.0723 2.1580 2.1098 -0.001 -0.065 -0.005
H -2.7671 1.0656 1.2974 0.014 0.081 0.104
O -1.0130 -1.2932 0.2841 0.034 -0.034 -0.107
H -1.4251 -0.4989 0.6374 0.214 -0.062 0.084
H -0.6622 -1.0291 -0.5804 -0.146 0.081 0.012
O 1.0615 1.7051 1.4200 -0.123 -0.031 -0.099
H 0.9526 2.4774 1.9823 0.015 -0.044 -0.001
H 0.1776 1.3144 1.3551 0.145 0.046 0.084
O 2.4068 -2.3571 -1.0641 -0.176 0.209 -0.201
H 2.8983 -1.5617 -0.8319 -0.019 -0.061 0.087
H 1.5124 -2.1875 -0.7417 0.104 -0.082 0.184
```
Positions in Å, forces in eV/Å.

Output
Energy above the lowest of the compared OMol25 structures with the same formula, charge and spin in eV: 0.980
Highest occupied orbital energy in eV: -10.96
LUMO in eV: 0.213
SMILES: O.O.O.O.O


(4)
Density functional theory data (ωB97M-V/def2-TZVPD) for a 5-piece molecular cluster, H10O5 overall in a non-equilibrium geometry.

The geometry in XYZ format:
```
15
Properties=species:S:1:pos:R:3:forces:R:3
O -1.7605 -1.2614 -0.7372 -0.316 -0.385 0.082
H -1.5672 -0.4950 -1.3112 -0.203 0.140 0.006
H -2.7071 -1.2634 -0.5426 0.266 0.112 -0.226
O -0.9440 1.0303 -2.0123 -0.414 0.846 -0.148
H -0.2369 1.2398 -1.3720 0.014 0.055 0.061
H -1.4624 1.8587 -2.0945 0.471 -0.836 0.062
O 0.7968 1.2816 0.1890 -0.284 -0.408 -0.050
H 0.8857 2.0669 0.7351 -0.121 -0.050 0.075
H 0.2184 0.6109 0.6877 0.442 0.643 0.003
O -0.3720 -0.7043 1.4767 -0.285 0.042 -0.227
H 0.5007 -1.1052 1.3750 0.283 -0.283 0.065
H -0.9034 -1.0755 0.7295 0.100 0.154 0.247
O 2.3843 -1.0501 0.7928 0.964 -0.827 1.800
H 2.8944 -0.9611 1.6493 -0.853 0.011 -1.631
H 2.2731 -0.1722 0.4349 -0.065 0.785 -0.119
```
Positions in Å, forces in eV/Å.

Output
Energy above the lowest of the compared OMol25 structures with the same formula, charge and spin in eV: 0.223
Highest occupied orbital energy in eV: -11.16
LUMO in eV: 0.615
SMILES: O.O.O.O.O


Look up the LUMO of the second one.
0.694 eV


highest occupied orbital energy of number 3 (H10O5)?
-10.96 eV


What is the LUMO in the second record?
0.694 eV


The lowest energy above the lowest of the compared OMol25 structures with the same formula, charge and spin belongs to which entry?
number 4